--- A ---
A cluster of 2 separate species, C4H13N2 in total. Source: the Open Molecules 2025 dataset; level of theory: ωB97M-V with the def2-TZVPD basis set.

```
! RIJCOSX wB97M-V def2-TZVPD def2/J DEFGRID3
* xyz 1 1
C -1.255 -1.831 0.408
C -1.130 -0.829 1.582
C 0.093 1.235 1.271
N -0.946 0.531 1.044
H -2.265 -1.616 -0.076
H -0.389 -1.740 -0.234
H -1.307 -2.803 0.862
H -2.038 -0.921 2.130
H -0.201 -1.102 2.174
H 0.140 2.291 1.032
H 0.905 0.676 1.729
H -1.674 0.946 0.455
C 1.221 1.188 -2.013
N 1.537 0.080 -1.088
H 1.727 1.019 -3.051
H 1.452 2.158 -1.651
H 0.153 1.310 -2.152
H 1.485 -0.796 -1.632
H 2.495 0.202 -0.789
*
```

Results
- LUMO energy: -4.67 eV
- Orbital gap: 0.320 hartree


--- B ---
The ion C4H13N2 with charge +1. Source: the Open Molecules 2025 dataset; level of theory: ωB97M-V with the def2-TZVPD basis set.

```
! RIJCOSX wB97M-V def2-TZVPD def2/J DEFGRID3
* xyz 1 1
C -0.901 1.904 0.943
C 0.090 0.852 0.364
C -0.289 -0.547 0.807
C 0.521 -1.731 0.202
N 0.947 -1.717 -1.255
N -0.011 0.963 -1.138
H -1.900 1.471 0.827
H -0.987 2.820 0.358
H -0.686 2.029 2.000
H 1.080 1.169 0.695
H -0.039 -0.551 1.872
H -1.344 -0.768 0.640
H -0.087 -2.615 0.378
H 1.461 -1.801 0.745
H 0.350 -2.267 -1.854
H 1.902 -2.046 -1.211
H 0.246 1.917 -1.384
H -0.959 0.835 -1.484
H 0.607 0.084 -1.505
*
```

Results
- LUMO energy: -3.06 eV
- Orbital gap: 0.411 hartree


--- C ---
A cluster of 2 separate species, C4H13N2 in total. Source: the Open Molecules 2025 dataset; level of theory: ωB97M-V with the def2-TZVPD basis set.

```
! RIJCOSX wB97M-V def2-TZVPD def2/J DEFGRID3
* xyz 1 1
N -2.809 -0.413 0.613
C -2.113 -0.053 -0.600
C -1.006 0.932 -0.532
N 1.529 -0.303 0.555
C 2.116 -1.349 -0.289
C 2.123 1.043 0.359
H -2.226 -0.078 1.401
H -3.725 0.094 0.707
H 0.514 -0.143 0.303
H -1.290 -0.642 -0.739
H -2.802 -0.116 -1.458
H -0.624 1.218 -1.513
H -1.263 1.866 0.050
H 1.553 -2.298 -0.124
H 2.055 -1.074 -1.396
H 3.199 -1.499 0.008
H 2.156 1.366 -0.680
H 1.538 1.794 0.854
H 3.161 1.087 0.777
*
```

Results
- LUMO energy: -7.99 eV
- Orbital gap: 0.204 hartree


Most stable structure - B; separation to the second - 30.8 kcal/mol.


--- A ---
A structure of composition CH2N2O2S. Source: the Open Molecules 2025 dataset; level of theory: ωB97M-V with the def2-TZVPD basis set.

```
! RIJCOSX wB97M-V def2-TZVPD def2/J DEFGRID3
* xyz 0 1
C 0.948 0.182 -0.305
N 0.854 -0.625 0.680
N -0.152 0.658 -0.921
O -1.194 -1.000 2.006
O -1.301 -0.015 -0.716
S -0.632 -1.315 0.780
H 1.931 0.523 -0.456
H -0.453 1.592 -1.066
*
```

Results
- LUMO energy: 0.18 eV
- Orbital gap: 0.346 hartree


--- B ---
An isolated molecule of CH2N2O2S. Source: the Open Molecules 2025 dataset; level of theory: ωB97M-V with the def2-TZVPD basis set.

```
! RIJCOSX wB97M-V def2-TZVPD def2/J DEFGRID3
* xyz 0 1
C 0.926 -0.737 -0.035
N 0.152 -1.622 -0.331
N 0.701 0.690 0.134
O -2.478 0.315 1.046
O -0.619 1.001 -0.395
S -1.903 0.041 -0.268
H 1.973 -1.118 0.174
H 1.248 1.429 -0.325
*
```

Results
- LUMO energy (spin up / spin down): -1.16 / -1.08 eV
- Orbital gap (spin up / spin down): 0.290 / 0.325 hartree


Most stable structure - A; separation to the second - 32.6 kcal/mol.